No. 1
Density functional theory data (ωB97M-V with the def2-TZVPD basis set) for 3 unconnected molecules or ions with the total composition C5H15NO2 in a non-equilibrium geometry.

```
23
Properties=species:S:1:pos:R:3:forces:R:3:lowdin_charge:R:1
C 2.70424 2.09865 -0.91682 0.19 -0.01 -0.34 0.004
C 1.75203 1.19626 -0.63814 1.22 0.36 1.15 -0.414
N 1.77529 -0.07832 -1.19861 0.51 0.13 -0.82 0.093
C 0.81029 1.51906 0.49606 -1.51 -0.20 -0.05 -0.167
C -0.31425 0.50351 0.85296 1.17 0.49 -0.32 -0.242
C 0.14250 -0.72346 1.63989 0.18 -0.08 -0.28 -0.101
H 2.72791 3.09360 -0.49705 -0.37 -0.07 0.25 0.051
H 3.57091 1.90485 -1.53850 -0.23 -0.29 -0.29 0.046
H 1.36698 -0.85753 -0.72931 -0.15 -0.02 0.58 0.050
H 2.70769 -0.29652 -1.53903 -0.45 -0.13 -0.14 0.100
H 0.24552 2.40759 0.19478 0.34 0.18 0.15 0.116
H 1.36505 1.75214 1.40010 0.24 0.12 -0.02 0.113
H -0.70038 0.23705 -0.13367 -0.71 -0.28 0.40 0.086
H -1.03996 1.07838 1.42485 -0.28 -0.19 -0.15 0.103
H 0.86867 -0.51100 2.42941 -0.04 0.32 -0.10 0.076
H 0.63771 -1.41324 0.95356 -0.07 -0.28 0.26 0.051
H -0.68214 -1.24131 2.12309 -0.15 -0.10 -0.18 0.069
O -1.33975 -1.14016 -2.45278 -0.21 0.55 0.10 -0.040
H -1.13541 -2.05674 -2.54252 -0.17 -1.20 -0.29 0.019
H -0.52186 -0.82440 -2.07406 0.45 0.70 0.09 -0.014
O -4.62680 -2.18887 0.94187 0.90 -0.62 1.42 -0.056
H -5.10364 -1.86316 0.19905 -0.93 0.20 -0.59 0.012
H -5.21060 -2.59639 1.60486 0.05 0.43 -0.82 0.043
```
Forces are in eV/Å.

Output
Electronic energy, a.u.: -404.7012
SMILES: C=C(N)CCC.O.O
Energy above the lowest of the compared OMol25 structures with the same formula, charge and spin, kJ/mol: 141.55



No. 2
Density functional theory data (ωB97M-V with the def2-TZVPD basis set) for a molecular structure, C5H15NO2 in a non-equilibrium geometry.

```
23
Properties=species:S:1:pos:R:3:forces:R:3:lowdin_charge:R:1
C 0.62363 -1.74218 -1.00849 -1.00 -2.01 -0.47 -0.127
C -0.70984 -1.05024 -0.79496 2.04 2.29 -0.15 -0.185
C -0.46519 0.48767 -1.26932 0.29 -1.44 -2.50 -0.151
C -0.10013 1.58081 -0.32897 -0.47 4.51 -0.53 -0.214
C -1.14962 2.10855 0.69144 2.82 -5.80 -5.03 0.071
N 1.13025 2.39560 -0.59598 -3.55 -1.55 -1.19 0.130
H 1.42098 -1.33829 -0.39288 -0.12 -0.18 0.22 0.081
H 0.36221 -2.80316 -0.78544 0.93 0.60 0.45 0.090
H 0.92537 -1.79319 -2.04983 0.09 0.41 -0.40 0.062
H -0.72970 -0.97071 0.25738 -0.89 -0.43 1.41 0.046
H -1.53763 -1.59543 -1.22292 -0.32 0.47 -0.22 0.112
H -1.23688 0.83058 -2.01095 -0.17 0.21 1.41 0.143
H 0.31368 0.37005 -2.04297 0.44 0.19 0.71 0.102
H -2.02726 1.61407 0.30481 -0.88 0.50 0.15 0.094
H -1.04639 3.12568 0.57795 0.30 2.24 1.84 0.068
H 1.12359 2.44182 -1.64326 0.72 -0.66 1.07 0.114
H 1.09560 3.40048 -0.34449 -0.35 -1.06 0.73 0.105
H 0.78712 -0.16278 2.89979 -0.02 0.71 -0.26 -0.025
H -0.69875 0.94341 0.88468 0.70 1.09 3.41 0.173
O 0.56543 -0.32570 1.97273 -0.26 0.50 0.24 -0.327
H 0.79982 -3.20867 2.60238 0.01 -0.16 0.01 -0.046
H 0.39513 -1.57324 2.23098 -0.52 -1.62 -1.47 -0.028
O 0.15858 -2.73512 2.06831 0.22 1.18 0.56 -0.289
```
Forces are in eV/Å.

Output
Electronic energy, a.u.: -404.4754
Energy above the lowest of the compared OMol25 structures with the same formula, charge and spin, kJ/mol: 734.16



No. 3
Density functional theory data (ωB97M-V with the def2-TZVPD basis set) for 2 unconnected molecules or ions with the total composition C5H15NO2 in a non-equilibrium geometry.

```
23
Properties=species:S:1:pos:R:3:forces:R:3:lowdin_charge:R:1
C 0.18698 -1.48491 -2.16797 0.51 0.09 1.04 -0.108
N -0.23299 -0.76089 -0.95100 0.20 -0.79 -0.82 -0.102
C 0.84527 0.01557 -0.34345 -0.78 0.56 1.40 -0.351
C 0.69291 1.51790 -0.64797 0.28 0.31 -0.81 -0.040
C 0.73283 -0.16125 1.20574 -0.36 0.09 -0.26 -0.409
C 1.14802 -1.52802 1.69122 -0.17 -0.45 0.33 -0.051
O -0.59658 0.12027 1.65553 -0.10 0.32 0.07 -0.054
H 0.65667 -0.80372 -2.88667 -0.31 -0.17 -0.37 0.080
H -0.64894 -2.06008 -2.54414 -0.17 0.18 -0.42 0.075
H 0.94840 -2.21308 -1.88904 0.06 -0.06 0.04 0.073
H -0.98257 -0.15981 -1.25881 -0.06 0.29 0.23 0.091
H 1.80847 -0.39936 -0.63337 0.06 0.08 -0.23 0.138
H -0.12037 1.64479 -1.36846 -0.02 0.17 0.12 0.074
H 0.45910 2.11547 0.23326 -0.06 -0.16 0.02 0.075
H 1.55847 1.98700 -1.13333 0.03 -0.28 0.21 0.076
H 1.32110 0.62023 1.68229 0.40 -0.03 0.03 0.132
H 0.73607 -1.72695 2.68930 0.12 0.21 -0.20 0.083
H 2.22678 -1.63798 1.75708 0.21 0.07 -0.11 0.075
H 0.75995 -2.31070 1.04037 -0.07 0.00 -0.14 0.074
H -1.22773 0.02314 0.93633 0.13 -0.38 -0.15 0.068
O -3.58782 2.18850 0.66183 0.30 0.24 0.50 -0.065
H -3.14312 1.87355 1.46041 -0.05 -0.33 -0.15 0.030
H -3.54092 3.14034 0.81084 -0.17 0.05 -0.34 0.034
```
Forces are in eV/Å.

Output
Electronic energy, a.u.: -404.7126
SMILES: CN[C@@H](C)[C@H](C)O.O
Energy above the lowest of the compared OMol25 structures with the same formula, charge and spin, kJ/mol: 111.51



No. 4
Density functional theory data (ωB97M-V with the def2-TZVPD basis set) for 2 unconnected molecules or ions with the total composition C5H15NO2 in a non-equilibrium geometry.

```
23
Properties=species:S:1:pos:R:3:forces:R:3:lowdin_charge:R:1
C 1.78234 1.48628 0.57523 1.73 -0.56 -1.38 -0.101
C 1.12450 0.13683 0.79875 -0.14 -2.05 -0.23 -0.199
C 0.47484 -0.50669 -0.50536 -1.14 -0.73 3.25 -0.313
C 0.60788 -2.07166 -0.33881 -0.43 0.62 -1.11 -0.214
O 2.00326 -2.29177 -0.19979 0.52 0.19 0.59 -0.094
N -0.94524 -0.05147 -0.51266 0.87 -0.94 -1.16 -0.106
C -1.06910 1.33570 -0.97376 -1.66 -1.41 -0.08 -0.123
H 1.64181 1.76134 -0.46946 -0.35 0.31 -0.01 0.055
H 1.66346 2.38588 1.15264 -0.76 -0.09 0.73 0.065
H 2.86414 1.31296 0.56258 0.07 0.07 0.28 0.073
H 1.79167 -0.70294 1.12077 0.22 1.46 0.09 0.099
H 0.33243 0.08273 1.56442 0.10 0.50 -0.28 0.106
H 0.98452 -0.33448 -1.43483 0.13 0.82 -0.38 0.132
H 0.35849 -2.55058 -1.30145 -0.71 0.16 0.48 0.117
H -0.05654 -2.43024 0.48136 0.69 0.01 -0.31 0.126
H 2.28291 -3.20403 -0.08736 -0.56 -0.10 -0.06 0.093
H -1.36760 -0.20594 0.39558 0.27 0.00 -0.13 0.073
H -2.07038 1.37085 -1.46743 0.91 0.50 -0.18 0.079
H -0.23023 1.45380 -1.64183 -0.22 0.75 -0.41 0.070
H -1.10787 2.06560 -0.18036 0.48 0.46 0.31 0.071
O -4.03413 0.25704 0.98912 0.34 0.12 0.32 -0.060
H -3.82948 0.19076 0.05200 0.10 -0.03 -0.05 0.023
H -3.20167 0.51005 1.42065 -0.46 -0.08 -0.25 0.029
```
Forces are in eV/Å.

Output
Electronic energy, a.u.: -404.6731
SMILES: CC[C@@H](CO)NC.O
Energy above the lowest of the compared OMol25 structures with the same formula, charge and spin, kJ/mol: 215.32



No. 5
Density functional theory data (ωB97M-V with the def2-TZVPD basis set) for 2 unconnected molecules or ions with the total composition C5H15NO2 in a non-equilibrium geometry.

```
23
Properties=species:S:1:pos:R:3:forces:R:3:lowdin_charge:R:1
C -0.37961 -2.78424 0.90652 -0.42 -0.05 0.63 -0.109
C 0.20683 -1.39206 0.88466 0.06 -0.13 -1.71 -0.218
C -0.23155 -0.56362 -0.34691 0.02 0.79 1.09 -0.353
C -1.76059 -0.30883 -0.36022 0.56 -0.71 -0.64 -0.202
O -2.48912 -1.24272 -1.15407 -0.20 0.04 -0.39 -0.080
N 0.47429 0.70277 -0.27912 0.18 0.11 0.30 -0.112
C 0.91986 1.39894 -1.46012 -0.79 -0.05 0.03 -0.126
H -0.16642 -3.24879 1.86950 0.21 -0.27 -0.13 0.074
H -1.46473 -2.74144 0.87101 -0.27 0.03 -0.09 0.066
H -0.05007 -3.42412 0.09617 0.25 -0.09 -0.12 0.077
H -0.12819 -0.86521 1.76526 0.25 0.32 0.41 0.109
H 1.29582 -1.43686 0.78852 -0.05 0.01 0.58 0.114
H 0.05241 -1.07304 -1.27490 -0.05 -0.12 -0.07 0.143
H -1.87469 0.67545 -0.81106 -0.43 -0.02 0.15 0.113
H -2.17988 -0.36046 0.64418 0.14 0.43 0.27 0.115
H -2.04426 -2.09401 -1.17292 0.08 0.07 0.14 0.062
H 0.88292 0.98014 0.60319 -0.09 -0.22 -0.36 0.108
H 1.77407 2.03012 -1.23219 0.15 -0.09 -0.03 0.070
H 0.14129 2.05274 -1.88717 0.08 -0.02 0.05 0.070
H 1.15901 0.67811 -2.24386 0.34 0.00 -0.11 0.073
O 1.73517 3.98623 1.24145 0.57 0.75 0.32 -0.072
H 2.15407 4.41838 2.00875 -0.35 -0.50 -0.21 0.043
H 1.97336 4.61254 0.54334 -0.23 -0.30 -0.13 0.035
```
Forces are in eV/Å.

Output
Electronic energy, a.u.: -404.7032
SMILES: CC[C@@H](CO)NC.O
Energy above the lowest of the compared OMol25 structures with the same formula, charge and spin, kJ/mol: 136.24



No. 6
Density functional theory data (ωB97M-V with the def2-TZVPD basis set) for 2 unconnected molecules or ions with the total composition C5H15NO2 in a non-equilibrium geometry.

```
23
Properties=species:S:1:pos:R:3:forces:R:3:lowdin_charge:R:1
C -1.69572 0.35901 -2.06925 0.08 0.79 2.09 -0.057
C -0.31618 -0.09797 -1.50828 0.37 1.33 -1.34 -0.348
C 0.75015 0.35329 -2.53197 1.33 0.19 -0.75 -0.103
C -0.02697 0.47992 -0.08045 0.16 -1.15 -0.69 -0.361
N 1.37936 0.79421 0.13316 0.05 -0.13 0.54 0.043
C -0.55636 -0.60054 0.91728 0.34 1.44 -0.91 -0.202
O 0.01036 -0.46313 2.20879 -0.33 -0.09 0.02 -0.078
H -1.57018 1.15533 -2.80115 -0.07 -0.64 -0.63 0.072
H -2.14946 0.95522 -1.26162 -0.34 -0.38 0.02 0.063
H -2.41000 -0.42785 -2.28605 0.15 -0.01 -0.56 0.074
H -0.18617 -1.16785 -1.45644 -0.50 -0.46 0.05 0.112
H 1.50943 -0.41170 -2.74005 0.15 0.04 0.63 0.073
H 1.27355 1.27034 -2.24313 -0.04 -0.17 0.24 0.076
H 0.48837 0.57845 -3.57298 -1.07 -0.14 0.32 0.072
H -0.61841 1.39114 0.02134 0.02 0.17 0.18 0.124
H 1.61682 0.50451 1.08027 0.13 0.14 -0.18 0.065
H 2.00555 0.31295 -0.49887 -0.15 -0.08 0.00 0.060
H -1.63677 -0.43511 0.88392 -0.17 -0.64 0.43 0.124
H -0.26893 -1.56440 0.50849 -0.10 -0.24 0.39 0.117
H -0.30907 0.36733 2.57819 0.03 -0.03 0.20 0.104
O 0.70079 -0.81508 5.02409 -0.06 0.02 -0.05 -0.069
H 1.33975 -1.30934 5.54399 0.00 -0.04 -0.08 0.030
H 0.67005 -1.22874 4.15072 0.02 0.07 0.07 0.009
```
Forces are in eV/Å.

Output
Electronic energy, a.u.: -404.7025
SMILES: CC(C)[C@H](N)CO.O
Energy above the lowest of the compared OMol25 structures with the same formula, charge and spin, kJ/mol: 137.96



No. 7
Density functional theory data (ωB97M-V with the def2-TZVPD basis set) for 3 unconnected molecules or ions with the total composition C5H15NO2 in a non-equilibrium geometry.

```
23
Properties=species:S:1:pos:R:3:forces:R:3:lowdin_charge:R:1
C -2.47229 0.20140 2.22874 0.40 1.33 0.06 -0.119
C -2.14359 0.54491 0.76974 -0.39 0.15 0.34 -0.282
C -0.99374 -0.23938 0.24589 -0.22 -0.65 -0.48 -0.123
C -0.17059 0.02982 -0.77898 0.05 0.25 0.09 -0.434
C 1.04124 -0.81887 -1.04201 -0.52 0.23 -1.70 -0.043
N -0.31835 1.11118 -1.62385 -0.23 0.44 0.52 0.110
H -1.73907 0.67760 2.89075 0.23 -0.53 -0.05 0.073
H -2.52624 -0.86804 2.41311 -0.19 0.03 0.07 0.069
H -3.38004 0.75096 2.48422 -0.35 -0.56 0.10 0.066
H -3.07840 0.40899 0.23627 -0.22 -0.34 -0.61 0.096
H -1.98935 1.62063 0.71604 0.34 0.21 -0.06 0.102
H -0.98025 -1.27516 0.57106 0.54 0.12 0.56 0.107
H 0.89328 -1.43501 -1.94074 -0.26 -0.44 0.31 0.073
H 1.25064 -1.41560 -0.18098 0.45 -0.37 0.26 0.074
H 1.88256 -0.22683 -1.41708 0.10 0.24 0.85 0.084
H 0.19482 1.17687 -2.47424 0.30 -0.02 -0.19 0.083
H -1.16306 1.65335 -1.57650 0.00 -0.10 -0.08 0.087
O 5.92238 1.25469 2.75483 -0.73 -0.12 -0.48 -0.057
H 6.48035 2.03108 2.69579 0.32 -0.20 0.37 0.029
H 6.24759 0.61939 3.39383 0.40 0.32 0.11 0.029
O -1.93566 -2.17062 -2.76829 0.02 -0.53 -0.69 -0.052
H -2.59746 -1.94849 -2.11197 0.35 0.37 0.25 0.030
H -1.13966 -1.64186 -2.65724 -0.41 0.17 0.46 0.000
```
Forces are in eV/Å.

Output
Electronic energy, a.u.: -404.7053
SMILES: CC/C=C(/C)N.O.O
Energy above the lowest of the compared OMol25 structures with the same formula, charge and spin, kJ/mol: 130.66



No. 8
Density functional theory data (ωB97M-V with the def2-TZVPD basis set) for 3 unconnected molecules or ions with the total composition C5H15NO2 in a non-equilibrium geometry.

```
23
Properties=species:S:1:pos:R:3:forces:R:3:lowdin_charge:R:1
C -0.70496 -2.71149 -0.99522 -0.81 -0.05 -0.94 0.034
C 0.07959 -1.72312 -0.60224 3.11 -0.28 1.76 -0.388
N 0.68055 -1.59161 0.72068 -1.69 0.02 -1.42 0.072
C 0.80946 -0.78845 -1.52307 -2.23 1.03 -1.02 -0.173
C 0.62989 0.73515 -1.19244 -0.90 -0.48 0.09 -0.239
C 1.39942 1.38770 -0.04286 2.29 -0.45 -0.77 -0.132
H -1.06842 -2.81679 -1.99651 0.23 0.88 -0.84 0.048
H -1.12892 -3.56187 -0.53440 0.07 -0.43 1.77 0.040
H 1.59616 -1.17111 0.82251 -0.51 -0.22 -0.02 0.092
H 0.23441 -2.04939 1.49161 0.40 -0.32 0.20 0.085
H 0.37839 -0.91662 -2.53866 -0.03 0.08 0.52 0.117
H 1.81585 -1.09505 -1.70159 1.06 -0.11 0.55 0.106
H -0.47568 0.93008 -1.13548 0.89 -0.14 0.06 0.115
H 0.95549 1.21960 -2.09219 0.11 0.50 -0.52 0.089
H 2.48130 1.02942 -0.15855 -1.22 0.12 0.57 0.095
H 1.05871 1.24211 0.97208 -0.18 -0.31 0.09 0.040
H 1.55643 2.45805 -0.18397 -0.60 0.08 -0.14 0.065
O -1.00689 0.27880 2.24795 -1.32 0.45 -1.08 -0.104
H -1.89469 0.65113 1.97575 1.48 -0.89 0.48 0.060
H -0.66354 -0.23776 1.47527 -0.27 0.51 0.66 -0.002
O -1.50718 3.25812 0.57178 0.13 0.33 0.83 -0.051
H -1.24466 3.45540 1.48562 -0.02 0.47 -0.35 0.050
H -1.53240 2.30998 0.65081 -0.01 -0.78 -0.49 -0.018
```
Forces are in eV/Å.

Output
Electronic energy, a.u.: -404.6915
SMILES: C=C(N)CCC.O.O
Energy above the lowest of the compared OMol25 structures with the same formula, charge and spin, kJ/mol: 166.83